<w>
ORCA calculation (wB97M-V/def2-TZVPD) on a single C25H26N2O5 molecule.

Structure (ORCA input):
```
! RIJCOSX wB97M-V def2-TZVPD def2/J DEFGRID3
* xyz 0 1
C 4.692 -5.483 0.071
C 3.865 -4.637 -0.867
O 4.376 -3.811 -1.591
C 2.400 -4.860 -0.862
C 1.626 -4.129 -1.763
C 0.255 -4.268 -1.820
C -0.382 -5.155 -0.956
C 0.384 -5.899 -0.055
C 1.752 -5.755 -0.008
H 2.312 -6.341 0.703
H -0.128 -6.582 0.604
O -1.723 -5.380 -0.908
C -2.580 -4.596 -1.702
C -2.515 -3.136 -1.380
C -2.667 -2.020 -2.152
C -2.479 -0.947 -1.240
N -2.240 -1.419 -0.040
O -2.265 -2.765 -0.116
C -2.599 0.477 -1.663
O -3.151 0.713 -2.727
N -2.111 1.449 -0.871
C -1.344 1.296 0.342
H -1.396 0.266 0.688
C 0.107 1.722 0.102
H 0.662 1.630 1.035
H 0.568 1.072 -0.644
C 0.153 3.172 -0.402
C -0.740 3.316 -1.639
C -2.153 2.820 -1.339
H -2.773 2.853 -2.236
H -2.599 3.443 -0.559
H -0.779 4.364 -1.938
H -0.310 2.734 -2.456
O -0.347 4.072 0.568
C 0.421 4.442 1.634
C 1.736 4.053 1.854
C 2.419 4.511 2.970
C 1.801 5.353 3.872
C 0.489 5.741 3.654
C -0.214 5.299 2.548
C -1.632 5.709 2.298
H -1.969 6.417 3.051
H -2.285 4.837 2.316
H -1.723 6.164 1.313
H 0.000 6.400 4.356
H 2.334 5.707 4.742
H 3.441 4.200 3.126
H 2.245 3.397 1.166
H 1.183 3.446 -0.674
H -1.783 1.950 1.104
H -2.879 -1.938 -3.196
H -2.382 -4.738 -2.774
H -3.583 -4.977 -1.480
H -0.304 -3.684 -2.535
H 2.130 -3.440 -2.425
H 4.400 -5.293 1.101
H 5.742 -5.234 -0.056
H 4.543 -6.539 -0.146
*
```

Orbital gap = 8.87 eV
HOMO level = -8.461 eV

natural (NBO) atomic charge list, values in e, 2 entries: atom 1 (C): -0.7174, atom 2 (C): 0.5778

<x>
ORCA calculation (wB97M-V/def2-TZVPD) on a single C25H26N2O5 molecule.

Structure (ORCA input):
```
! RIJCOSX wB97M-V def2-TZVPD def2/J DEFGRID3
* xyz 0 1
C 5.691 4.427 0.996
H 6.674 4.819 0.741
O 5.400 3.463 0.014
C 4.218 2.792 0.089
C 3.245 2.991 1.064
C 2.079 2.248 1.034
C 1.846 1.301 0.045
C 2.829 1.096 -0.915
C 3.996 1.831 -0.897
H 4.761 1.673 -1.640
H 2.696 0.348 -1.682
C 0.545 0.520 0.075
N 0.533 -0.598 -0.847
C 0.336 -0.411 -2.179
O 0.495 -1.275 -3.017
C -0.168 0.980 -2.516
C -1.274 1.328 -1.528
H -1.758 2.261 -1.827
H -2.027 0.535 -1.544
C -0.676 1.455 -0.121
C -1.735 1.157 0.947
O -1.592 0.333 1.823
N -2.837 1.935 0.848
H -2.935 2.565 0.069
C -4.027 1.677 1.635
C -5.162 1.246 0.766
C -6.417 1.752 0.591
C -7.044 0.932 -0.379
C -6.120 -0.003 -0.727
O -4.981 0.178 -0.041
H -6.149 -0.818 -1.422
H -8.038 1.031 -0.761
H -6.844 2.595 1.095
H -4.319 2.573 2.191
H -3.753 0.884 2.339
H -0.339 2.486 0.031
H -0.538 0.966 -3.542
H 0.644 1.707 -2.448
C 0.890 -1.871 -0.341
C 1.926 -2.007 0.578
C 2.250 -3.249 1.079
C 1.554 -4.387 0.669
C 0.523 -4.249 -0.253
C 0.194 -3.000 -0.746
H -0.608 -2.905 -1.460
H -0.039 -5.105 -0.592
O 1.958 -5.565 1.224
C 1.296 -6.745 0.843
H 1.397 -6.935 -0.230
H 1.781 -7.548 1.397
H 0.234 -6.714 1.108
H 3.050 -3.367 1.792
H 2.490 -1.143 0.896
H 0.434 0.087 1.079
H 1.339 2.400 1.808
H 3.385 3.714 1.852
H 4.962 5.244 0.987
H 5.727 3.983 1.996
*
```

Orbital gap = 8.43 eV
HOMO level = -7.861 eV

natural (NBO) atomic charge list, values in e, 2 entries: atom 1 (C): -0.2518, atom 2 (H): 0.2014

<y>
ORCA calculation (wB97M-V/def2-TZVPD) on a single C25H26N2O5 molecule.

Structure (ORCA input):
```
! RIJCOSX wB97M-V def2-TZVPD def2/J DEFGRID3
* xyz 0 1
C 0.526 4.476 0.625
H -0.313 4.941 0.109
O 0.155 3.134 0.817
C 1.045 2.299 1.451
C 2.281 2.686 1.924
C 3.082 1.732 2.547
C 2.629 0.410 2.683
C 1.391 0.006 2.217
C 0.597 0.959 1.598
N -0.666 0.675 1.092
C -1.329 -0.506 1.039
O -0.944 -1.557 1.503
C -2.695 -0.359 0.374
N -2.768 0.787 -0.515
C -4.136 1.212 -0.731
H -4.567 1.506 0.227
H -4.772 0.433 -1.174
H -4.138 2.081 -1.388
C -2.016 0.603 -1.758
C -2.477 -0.549 -2.622
C -3.548 -0.390 -3.490
C -4.010 -1.455 -4.234
C -3.385 -2.685 -4.134
C -2.286 -2.867 -3.304
C -1.829 -1.788 -2.519
O -0.756 -1.810 -1.680
C -0.243 -3.021 -1.167
H 0.395 -2.726 -0.335
H -1.037 -3.665 -0.788
H 0.343 -3.560 -1.914
O -1.604 -4.055 -3.220
C -2.060 -5.153 -3.967
H -2.018 -4.956 -5.044
H -3.079 -5.440 -3.688
H -1.380 -5.969 -3.726
H -3.752 -3.505 -4.730
H -4.850 -1.336 -4.901
H -4.016 0.579 -3.584
H -2.101 1.537 -2.320
H -0.970 0.448 -1.494
H -3.416 -0.211 1.186
H -2.949 -1.311 -0.114
H -1.144 1.457 0.653
H 1.043 -1.006 2.326
O 3.547 -0.373 3.316
C 4.604 0.434 3.598
C 5.773 0.066 4.240
C 6.729 1.047 4.431
C 6.527 2.354 3.994
C 5.361 2.721 3.352
C 4.386 1.753 3.150
H 5.207 3.735 3.015
H 7.299 3.090 4.162
H 7.653 0.794 4.929
H 5.923 -0.948 4.576
H 2.639 3.698 1.824
H 0.692 4.988 1.579
H 1.424 4.560 0.005
*
```

Orbital gap = 8.25 eV
HOMO level = -7.563 eV

natural (NBO) atomic charge list, values in e, 2 entries: atom 1 (C): -0.2469, atom 2 (H): 0.2006

Ranked by calculated energy, most stable first: <x>, <y>, <w>.

<w>
ORCA calculation (wB97M-V/def2-TZVPD) on a 2-piece molecular cluster, NO4S2 overall.

Structure (ORCA input):
```
! RIJCOSX wB97M-V def2-TZVPD def2/J DEFGRID3
* xyz -1 1
N 0.872 0.228 1.683
O 2.056 0.324 1.961
O -0.295 0.326 -3.018
O -0.003 0.286 2.531
O 0.488 0.065 0.464
S -2.033 -1.434 -1.839
S -1.085 0.205 -1.782
*
```

Orbital gap = 6.20 eV
HOMO level = -4.558 eV

natural (NBO) atomic charge list, values in e, 2 entries: atom 1 (N): 0.7202, atom 2 (O): -0.5187

<x>
ORCA calculation (wB97M-V/def2-TZVPD) on NO4S2 as an isolated structure.

Structure (ORCA input):
```
! RIJCOSX wB97M-V def2-TZVPD def2/J DEFGRID3
* xyz -1 1
N 0.704 -0.168 0.914
O -1.884 0.966 0.996
O 2.657 -1.443 0.129
O -1.436 -0.693 -0.804
O -0.444 1.512 -0.934
S 1.440 -0.693 -0.245
S -1.037 0.519 -0.056
*
```

Orbital gap = 10.00 eV
HOMO level = -6.221 eV

natural (NBO) atomic charge list, values in e, 2 entries: atom 1 (N): -0.9870, atom 2 (O): -0.9331

Ranked by calculated energy, most stable first: <x>, <w>.

<w>
ORCA calculation (wB97M-V/def2-TZVPD) on C4H9N4O as an isolated structure.

Structure (ORCA input):
```
! RIJCOSX wB97M-V def2-TZVPD def2/J DEFGRID3
* xyz 1 1
C 0.712 -2.206 -0.915
C 2.327 1.272 0.305
C 1.420 -3.177 -0.330
C -0.182 -0.218 0.398
N 0.106 -1.175 -0.189
N 1.587 1.291 -0.662
N -0.723 0.736 0.999
N -2.741 1.913 0.199
O 2.677 1.421 1.384
H 0.798 -2.173 -2.035
H 1.519 -3.466 0.717
H 1.983 -3.952 -1.028
H 1.817 0.740 -1.544
H -0.467 0.949 1.978
H -1.593 1.515 0.462
H -3.199 2.615 0.938
H -3.499 1.378 -0.088
H -2.545 2.536 -0.591
*
```

Orbital gap = 10.00 eV
HOMO level = -13.119 eV

natural (NBO) atomic charge list, values in e, 2 entries: atom 1 (C): -0.1014, atom 2 (C): 0.8574

<x>
ORCA calculation (wB97M-V/def2-TZVPD) on a 2-piece molecular cluster, C4H9N4O overall.

Structure (ORCA input):
```
! RIJCOSX wB97M-V def2-TZVPD def2/J DEFGRID3
* xyz 1 1
C 0.372 1.857 0.399
C -2.394 -1.337 0.375
C 0.835 -1.343 -0.776
C -0.383 2.875 1.049
N 0.972 0.978 -0.080
N -1.314 -1.856 -0.022
N -0.087 -1.632 0.055
N 2.162 -1.078 -0.312
O 0.773 -1.196 -2.216
H -3.338 -1.961 0.261
H -2.563 -0.216 0.596
H -0.453 2.776 2.161
H -1.401 2.663 0.562
H -0.234 3.961 0.835
H 2.077 -1.271 0.765
H 2.081 0.063 -0.304
H 2.845 -1.553 -0.814
H 0.050 -1.730 -2.533
*
```

Orbital gap = 9.57 eV
HOMO level = -12.608 eV

natural (NBO) atomic charge list, values in e, 2 entries: atom 1 (C): 0.5022, atom 2 (C): -0.0676

Ranked by calculated energy, most stable first: <w>, <x>.

<w>
ORCA calculation (wB97M-V/def2-TZVPD) on a 2-piece molecular cluster, C2H4Cl2N2 overall.

Structure (ORCA input):
```
! RIJCOSX wB97M-V def2-TZVPD def2/J DEFGRID3
* xyz 0 1
C 0.335 0.118 -0.435
C -0.876 0.815 -0.624
N 1.451 -0.198 -0.743
N -0.379 -1.091 1.222
Cl -0.684 2.035 -1.962
Cl 1.085 -2.022 1.393
H -1.161 1.394 0.349
H -1.564 -0.033 -0.767
H 2.087 -0.793 -0.295
H -0.296 -0.225 1.861
*
```

Orbital gap (spin up / spin down) = 9.09 / 9.09 eV
HOMO level (spin up / spin down) = -8.870 / -8.870 eV

natural (NBO) atomic charge list, values in e, 2 entries: atom 1 (C): 0.5404, atom 2 (C): -0.5058

<x>
ORCA calculation (wB97M-V/def2-TZVPD) on a single C2H4Cl2N2 molecule.

Structure (ORCA input):
```
! RIJCOSX wB97M-V def2-TZVPD def2/J DEFGRID3
* xyz 0 1
C 1.327 -0.614 0.110
C 0.609 0.636 -0.366
N 0.714 -1.282 0.938
N -0.764 0.661 -0.202
Cl 2.879 -1.136 -0.634
Cl 1.450 1.872 0.594
H 1.035 0.898 -1.416
H 0.992 -2.256 1.257
H -1.260 0.222 0.566
H -1.040 1.711 -0.155
*
```

Orbital gap = 10.90 eV
HOMO level = -10.036 eV

natural (NBO) atomic charge list, values in e, 2 entries: atom 1 (C): 0.2939, atom 2 (C): -0.0912

Ranked by calculated energy, most stable first: <x>, <w>.

<w>
ORCA calculation (wB97M-V/def2-TZVPD) on H24HeO12 as an isolated structure.

Structure (ORCA input):
```
! RIJCOSX wB97M-V def2-TZVPD def2/J DEFGRID3
* xyz 0 1
He -0.317 0.156 -0.741
O 0.051 3.345 -1.559
H -0.307 3.303 -0.672
H -0.497 3.989 -2.008
O -1.285 2.753 0.749
H -2.092 2.579 0.265
H -1.410 2.314 1.590
O 0.523 -1.673 0.732
H -0.344 -2.077 0.684
H 0.742 -1.467 -0.177
O -2.216 -1.245 -2.255
H -2.317 -0.546 -1.609
H -3.110 -1.531 -2.441
O -2.103 0.971 3.093
H -2.051 0.342 2.373
H -1.353 0.760 3.650
O 2.298 1.629 0.787
H 1.466 1.844 0.367
H 2.189 1.911 1.695
O -2.979 -0.965 0.872
H -3.170 -1.856 1.165
H -3.808 -0.497 0.970
O 1.389 -1.614 3.380
H 1.302 -1.291 2.483
H 0.885 -2.429 3.391
O 1.915 -0.790 -1.635
H 2.014 0.061 -2.062
H 2.286 -1.415 -2.257
O 1.894 1.746 -2.911
H 2.647 2.298 -2.701
H 1.150 2.191 -2.507
O 3.841 -0.796 0.437
H 3.102 -0.435 -0.053
H 3.776 -1.742 0.305
O -1.184 -3.251 -0.791
H -1.358 -4.035 -1.312
H -1.573 -2.536 -1.294
*
```

Orbital gap = 9.47 eV
HOMO level = -9.809 eV

natural (NBO) atomic charge list, values in e, 2 entries: atom 1 (He): 0.0011, atom 2 (O): -0.9806

<x>
ORCA calculation (wB97M-V/def2-TZVPD) on H24HeO12 as an isolated structure.

Structure (ORCA input):
```
! RIJCOSX wB97M-V def2-TZVPD def2/J DEFGRID3
* xyz 0 1
He 0.060 0.185 -0.101
O 0.809 1.193 -2.469
H 0.817 0.939 -3.392
H 1.697 1.508 -2.300
O 2.237 -1.616 -1.304
H 2.302 -2.499 -1.669
H 2.705 -1.063 -1.929
O -1.180 2.135 1.040
H -0.519 1.819 1.656
H -1.997 2.124 1.539
O 1.434 3.339 -0.278
H 1.125 3.628 -1.137
H 0.759 2.733 0.027
O 1.504 -2.809 1.126
H 1.639 -2.448 0.250
H 2.146 -3.515 1.196
O -2.071 1.236 -2.045
H -2.131 0.846 -1.173
H -1.134 1.388 -2.176
O -0.182 -1.680 -3.504
H -1.115 -1.883 -3.435
H 0.012 -1.172 -2.716
O 3.352 1.279 0.776
H 2.496 1.495 0.408
H 3.168 0.615 1.441
O -3.234 -2.208 -0.428
H -3.062 -1.567 0.261
H -4.188 -2.285 -0.452
O -3.457 0.227 1.142
H -3.205 0.611 1.982
H -4.281 -0.226 1.323
O 1.062 1.374 2.744
H 0.539 0.573 2.771
H 1.968 1.067 2.709
O -0.215 -1.469 2.567
H 0.447 -1.998 2.120
H -0.305 -1.876 3.429
*
```

Orbital gap = 10.49 eV
HOMO level = -10.418 eV

natural (NBO) atomic charge list, values in e, 2 entries: atom 1 (He): 0.0008, atom 2 (O): -0.9644

<y>
ORCA calculation (wB97M-V/def2-TZVPD) on H24HeO12 as an isolated structure.

Structure (ORCA input):
```
! RIJCOSX wB97M-V def2-TZVPD def2/J DEFGRID3
* xyz 0 1
He 0.023 -0.255 0.407
O 2.503 -1.450 -1.565
H 1.559 -1.294 -1.536
H 2.649 -1.883 -2.406
O 0.403 2.546 -2.371
H 1.166 2.341 -1.830
H -0.221 1.845 -2.181
O -1.279 0.371 -2.531
H -0.629 -0.017 -3.117
H -1.907 0.795 -3.116
O -2.023 -3.056 -0.015
H -1.347 -3.126 -0.689
H -2.212 -2.119 0.040
O 1.167 1.708 3.394
H 1.215 1.865 4.337
H 0.439 1.096 3.290
O 3.165 0.405 1.688
H 2.793 -0.467 1.560
H 2.672 0.772 2.422
O -1.072 3.344 0.077
H -0.636 2.935 -0.671
H -1.940 2.941 0.098
O 2.507 2.111 -0.462
H 2.719 1.334 0.055
H 2.645 2.843 0.139
O -0.526 -2.608 2.232
H -0.964 -2.729 1.390
H -0.689 -1.692 2.459
O -0.198 -2.690 -2.145
H 0.351 -3.412 -1.840
H -0.069 -2.674 -3.094
O -2.533 -0.335 -0.192
H -2.022 0.062 -0.897
H -3.211 0.310 0.006
O -1.127 0.107 2.464
H -1.508 0.267 1.600
H -1.862 -0.190 3.000
*
```

Orbital gap = 9.77 eV
HOMO level = -10.321 eV

natural (NBO) atomic charge list, values in e, 2 entries: atom 1 (He): 0.0013, atom 2 (O): -0.9352

Ranked by calculated energy, most stable first: <w>, <y>, <x>.

<w>
ORCA calculation (wB97M-V/def2-TZVPD) on an isolated ion of composition C3H10NO and charge +1.

Structure (ORCA input):
```
! RIJCOSX wB97M-V def2-TZVPD def2/J DEFGRID3
* xyz 1 1
C -0.925 0.285 -0.032
C 0.476 -0.209 -0.451
C 1.357 0.986 -0.803
O 0.931 -0.903 0.695
N -1.542 -0.700 0.886
H -0.777 1.205 0.510
H -1.484 0.496 -0.945
H 0.359 -0.879 -1.307
H 0.850 1.779 -1.352
H 2.221 0.609 -1.343
H 1.704 1.454 0.112
H 1.830 -1.261 0.627
H -1.914 -0.234 1.704
H -0.807 -1.329 1.211
H -2.278 -1.300 0.489
*
```

Orbital gap = 11.81 eV
HOMO level = -15.357 eV

natural (NBO) atomic charge list, values in e, 2 entries: atom 1 (C): -0.2534, atom 2 (C): 0.0920

<x>
ORCA calculation (wB97M-V/def2-TZVPD) on a 2-piece molecular cluster, C3H10NO overall.

Structure (ORCA input):
```
! RIJCOSX wB97M-V def2-TZVPD def2/J DEFGRID3
* xyz 1 1
C -1.702 0.422 -1.454
N -0.998 -0.479 -0.419
H -1.151 0.235 -2.504
H -1.812 1.498 -1.252
H -2.829 0.067 -1.725
H -0.856 -1.501 -0.713
H -0.036 -0.273 -0.181
H -1.521 -0.453 0.444
C 1.333 0.644 1.700
C 1.913 0.117 0.597
O 1.404 -1.175 0.127
H 0.524 0.132 2.204
H 1.488 1.694 1.990
H 2.774 0.738 0.207
H 1.470 -1.667 0.981
*
```

Orbital gap = 10.74 eV
HOMO level = -14.233 eV

natural (NBO) atomic charge list, values in e, 2 entries: atom 1 (C): -0.4696, atom 2 (N): -0.7008

Ranked by calculated energy, most stable first: <w>, <x>.